DFT (the ωB97M-V functional and the def2-TZVPD basis) results for the ion C9H14NO with charge +1.

Computed properties:
SMILES: CC#COCC[N@H+](C)C#CC
LUMO energy (eV): -2.877
Total energy (hartree): -480.85255
HOMO-LUMO gap (eV): 9.3
Total charge: +1
Energy above the lowest of the compared OMol25 structures with the same formula, charge and spin (kcal per mole): 139.4

Each line ends with the Löwdin charge.
Atoms and positions in Å:
C 4.4700 1.9072 1.4856  -0.13
C 3.2981 1.2878 0.9214  -0.07
C 2.1071 1.1198 0.9633  -0.12
O 0.8848 0.6559 1.0262  -0.04
C -0.2123 1.4081 0.5533  -0.16
C -0.7720 0.8628 -0.7450  -0.03
N -0.5552 -0.7030 -0.7314  -0.14
C -0.8738 -1.1819 -2.0271  -0.03
C -1.3505 -1.3076 0.2200  -0.02
C -2.1802 -1.8970 0.8770  -0.02
C -3.0458 -2.5352 1.8237  -0.09
H 4.3054 2.0776 2.6140  0.11
H 4.7394 2.9610 1.1234  0.11
H 5.3395 1.2564 1.3660  0.07
H 0.0484 2.4259 0.3923  0.13
H -1.0930 1.3540 1.2982  0.17
H -1.7974 1.0690 -1.0633  0.15
H -0.0888 1.2015 -1.6272  0.17
H 0.4643 -0.8413 -0.6159  0.20
H -1.8441 -1.0257 -2.3023  0.08
H -0.3097 -0.6079 -2.7874  0.12
H -0.5225 -2.2643 -2.1821  0.16
H -2.3476 -3.1910 2.4455  0.12
H -3.6961 -3.2123 1.2449  0.09
H -3.7167 -1.9025 2.5971  0.15

Force components x, y, z for each atom (eV/Å):
C 1.60 1.59 1.67
C -1.01 0.92 0.39
C -0.14 -0.25 -0.48
O -0.61 -0.79 -0.09
C -2.70 -0.05 1.17
C 2.87 -0.58 -2.14
N 0.24 2.25 0.36
C 3.28 -2.45 -3.50
C -1.32 -1.36 1.54
C 1.40 2.05 -0.54
C -0.90 -1.00 2.24
H 0.25 -0.50 -1.63
H -0.57 -1.66 -0.03
H 0.07 0.30 0.04
H 0.23 0.94 0.05
H 1.78 0.06 -0.61
H 0.08 -0.09 0.70
H -1.13 -0.64 1.46
H -0.48 0.06 0.73
H -2.81 0.01 -0.14
H 0.06 -0.19 0.53
H -0.90 1.51 0.53
H -1.10 0.72 -0.59
H 0.00 0.19 0.51
H 1.80 -1.05 -2.18

DFT (the ωB97M-V functional and the def2-TZVPD basis) results for the ion C9H14NO with charge +1.

Computed properties:
LUMO energy (spin up / spin down) (eV): -2.846 / -8.038
Total energy (hartree): -480.76741
2S+1: 3
HOMO-LUMO gap (spin up / spin down) (eV): 6.5 / 6.5
Total charge: +1
Energy above the lowest of the compared OMol25 structures with the same formula, charge and spin (kcal per mole): 82.4

Each line ends with the Löwdin charge.
Atoms and positions in Å:
C -2.6609 -1.9880 0.3459  0.13
C -0.8090 -0.2954 -0.1209  -0.29
C 0.0504 -1.0818 -1.0559  -0.13
C 1.3196 -0.2882 -1.2511  -0.18
C 2.1018 -0.1427 0.0815  -0.21
C 1.3082 -0.3983 1.3851  -0.09
C -0.2666 1.7339 0.8052  -0.04
C -1.0141 1.4305 -0.4849  -0.16
C -0.2024 0.2060 1.1918  -0.13
N -1.8962 -1.1472 0.0972  0.07
O -2.3782 1.7782 -0.6557  0.10
H -3.3928 -2.7913 0.5424  0.10
H 0.2438 -2.0106 -0.6172  0.13
H -0.4556 -1.0725 -2.0804  0.17
H 1.9246 -1.1082 -1.8973  0.17
H 1.1706 0.7174 -1.7153  0.11
H 3.0424 -0.8312 0.1245  0.14
H 2.7053 0.8589 0.2412  0.14
H 1.4440 -1.5235 1.3947  0.14
H 1.6983 -0.0207 2.2445  0.08
H 0.7514 2.0781 0.6818  0.12
H -0.8077 2.4169 1.4504  0.13
H -0.2955 1.7303 -1.2198  0.14
H -0.8931 0.1242 2.1189  0.19
H -2.6881 1.6252 -1.6065  0.18

Force components x, y, z for each atom (eV/Å):
C -3.52 -4.27 1.20
C -2.33 -5.73 2.62
C -0.34 4.33 -2.86
C 2.66 -2.34 -0.67
C 3.74 1.61 1.36
C -2.25 -1.93 -4.14
C -0.84 -0.28 0.08
C -1.46 3.03 0.56
C 0.29 0.16 1.82
N 3.12 5.29 -1.27
O 2.34 -1.02 -0.72
H 0.82 1.12 -0.26
H -0.01 -1.62 0.38
H 0.47 -0.82 1.40
H -0.86 2.78 0.80
H 0.34 -1.24 -0.16
H -1.85 0.78 -0.29
H -1.55 -1.40 -0.96
H -1.52 1.01 0.80
H 1.29 1.32 2.28
H 0.04 0.44 -0.57
H -0.03 -0.28 0.45
H -0.32 -0.52 -1.71
H 0.99 -0.56 -1.79
H 0.79 0.14 1.65

DFT (the ωB97M-V functional and the def2-TZVPD basis) results for an isolated molecule of C9H14NP.

Computed properties:
SMILES: C#CN1C2=[P@]1(C)CCC2(C)C
LUMO energy (eV): 0.128
Total energy (hartree): -747.18674
HOMO-LUMO gap (eV): 7.8
Total charge: 0
Energy above the lowest of the compared OMol25 structures with the same formula, charge and spin (kcal per mole): 111.3

Each line ends with the Löwdin charge.
Atoms and positions in Å:
C 3.3034 -1.9087 -0.4279  0.09
C 2.2612 -1.3006 -0.3275  -0.26
N 1.1884 -0.5390 -0.2294  -0.23
C 0.1546 -0.5899 0.9789  -0.19
P 0.8367 0.9274 0.4438  0.97
C 2.4188 2.0627 0.6144  -0.11
C -0.2942 1.5570 -0.8364  -0.28
C -1.1466 0.2715 -1.0171  -0.23
C -1.2282 -0.6435 0.2962  -0.65
C -2.2713 0.0739 1.2150  -0.05
C -1.4660 -2.0250 -0.1114  -0.09
H 4.1287 -2.3643 -0.8314  -0.02
H 2.0327 3.0007 0.6265  -0.02
H 2.9889 1.9661 -0.2850  0.04
H 2.8679 1.7431 1.5955  0.07
H -0.0038 1.8059 -1.8932  0.11
H -0.8227 2.3859 -0.4217  0.06
H -2.2065 0.5031 -1.3811  0.13
H -0.6566 -0.4129 -1.9190  0.16
H -2.1076 -0.2956 2.2966  0.11
H -3.3666 -0.0583 0.9813  0.09
H -1.9670 1.1132 1.0055  0.06
H -0.6056 -2.6679 -0.4056  0.10
H -2.2904 -2.0567 -0.7747  0.07
H -1.7480 -2.5481 0.8075  0.09

Force components x, y, z for each atom (eV/Å):
C -1.84 1.12 0.20
C 1.29 -0.01 0.44
N -0.90 -0.48 0.19
C 0.07 -1.09 0.89
P 2.44 2.02 -2.19
C -1.30 -4.04 1.81
C -0.24 -1.04 -1.30
C -0.75 -1.86 -2.42
C 0.78 3.05 -0.85
C 0.47 -1.23 0.69
C 0.14 -2.37 1.68
H 1.35 -0.96 -0.38
H -1.04 2.97 0.48
H 0.55 -0.65 -0.29
H 0.05 0.57 -1.30
H 0.57 0.12 1.32
H -0.68 0.65 0.22
H 1.35 -0.16 0.52
H -1.18 1.91 2.38
H -0.20 1.02 -1.56
H 1.25 -0.01 -0.16
H -0.68 -0.04 1.09
H -0.33 1.09 -0.49
H -0.73 -0.40 -0.97
H -0.43 -0.18 0.01

DFT (the ωB97M-V functional and the def2-TZVPD basis) results for a cluster of 2 separate species, C9H14O in total.

Computed properties:
SMILES: Cc1ccc(O)cc1.CC
LUMO energy (eV): 0.793
Total energy (hartree): -426.51116
HOMO-LUMO gap (eV): 9.3
Total charge: 0
Energy above the lowest of the compared OMol25 structures with the same formula, charge and spin (kcal per mole): 38.7

Each line ends with the Löwdin charge.
Atoms and positions in Å:
C 2.1844 -1.9859 0.0734  -0.05
C 1.0625 -1.0206 0.6734  -0.29
C -0.1987 -1.6658 0.8333  -0.04
C -1.1767 -0.9047 1.5537  -0.01
C -1.0404 0.4774 1.6689  -0.33
O -2.2055 1.1524 1.9460  0.04
C 0.2247 1.0838 1.5181  -0.03
C 1.2752 0.2764 1.0703  -0.09
H 3.1661 -1.6150 0.3112  0.04
H 2.1072 -2.2041 -1.0129  0.07
H 2.0468 -3.0485 0.5490  0.10
H -0.3434 -2.6198 0.3724  0.10
H -2.0522 -1.4304 1.9493  0.12
H -2.1647 2.0074 2.3804  0.11
H 0.2713 2.1455 1.5927  0.10
H 2.4320 0.5184 1.1843  0.15
C -0.2570 1.7389 -2.1441  -0.17
C -1.1229 0.4779 -2.0736  -0.17
H 0.4976 1.7460 -1.3346  0.05
H 0.1049 1.8912 -3.1502  0.05
H -0.8321 2.6546 -1.8978  0.06
H -0.7542 -0.1556 -1.2709  0.01
H -0.9419 -0.0702 -2.9986  0.05
H -2.2831 0.5506 -1.7938  0.11

Force components x, y, z for each atom (eV/Å):
C -1.69 -1.09 1.09
C -0.02 -3.18 -1.39
C 0.32 3.47 1.40
C 0.37 -1.88 -1.43
C 0.74 0.38 0.54
O -0.32 -0.48 0.02
C -1.13 -1.14 -0.65
C 2.84 0.26 0.88
H 0.44 0.06 0.00
H -0.10 0.67 0.53
H 0.42 2.03 -0.61
H -0.29 -0.61 0.47
H -0.04 0.57 -0.52
H 0.75 0.01 -0.03
H 0.41 0.61 0.35
H -2.70 0.28 -0.60
C -1.14 1.14 1.30
C -1.54 -0.42 0.85
H 0.11 -0.25 -0.91
H 0.60 0.03 -0.01
H 0.02 -0.40 -0.27
H 0.11 -0.15 0.02
H -0.64 -0.21 0.05
H 2.50 0.31 -1.08

DFT (the ωB97M-V functional and the def2-TZVPD basis) results for a cluster of 2 separate species, C9H14O in total.

Computed properties:
SMILES: Cc1ccc(O)cc1.CC
LUMO energy (eV): 0.803
Total energy (hartree): -426.54136
HOMO-LUMO gap (eV): 9.1
Total charge: 0
Energy above the lowest of the compared OMol25 structures with the same formula, charge and spin (kcal per mole): 19.7

Each line ends with the Löwdin charge.
Atoms and positions in Å:
C -3.1149 -0.0141 2.7298  -0.07
C -1.8919 0.1466 1.8755  -0.29
C -1.8564 -0.4760 0.6293  -0.04
C -0.7095 -0.4940 -0.1424  0.00
C 0.3924 0.2037 0.3554  -0.32
O 1.4728 0.2794 -0.4711  0.02
C 0.3941 0.8310 1.6103  -0.02
C -0.7157 0.6668 2.4078  -0.05
H -2.9360 -0.5959 3.6401  0.08
H -4.0359 -0.3320 2.2457  0.07
H -3.4443 0.9269 3.2039  0.08
H -2.7589 -0.9680 0.2866  0.11
H -0.4717 -0.8898 -1.1211  0.11
H 2.3371 0.4225 -0.0993  0.10
H 1.3677 1.2295 1.8734  0.11
H -0.7118 1.0198 3.4332  0.12
C 2.7725 0.0830 -3.2998  -0.18
C 2.0033 -1.0125 -4.0265  -0.17
H 3.7068 0.4100 -3.7441  0.06
H 2.1305 0.8076 -2.8104  0.05
H 3.1822 -0.3881 -2.3817  0.05
H 1.7626 -0.7111 -5.0520  0.06
H 1.0094 -1.2046 -3.6189  0.05
H 2.5407 -1.9565 -4.0622  0.06

Force components x, y, z for each atom (eV/Å):
C -0.62 1.18 1.33
C -0.08 -1.19 0.19
C -0.33 -0.06 -0.35
C 1.35 1.13 0.39
C 0.04 0.41 0.62
O -0.38 -0.33 -1.17
C 0.64 -1.33 -1.11
C -0.35 0.89 0.13
H 0.08 -0.52 -0.40
H 0.34 -0.49 -0.35
H 0.37 0.18 -0.41
H 0.02 -0.01 -0.09
H -0.92 -0.46 -0.06
H 0.09 0.18 0.80
H -0.31 0.33 0.62
H -0.01 0.10 -0.04
C 0.45 -1.57 2.12
C -0.42 0.48 -0.91
H -0.43 0.58 -0.69
H 0.05 0.68 -0.80
H -0.14 -0.09 -0.22
H 0.29 -0.09 -0.07
H 0.19 0.03 0.50
H 0.09 -0.02 -0.04

Strongest force on any atom list, top to bottom, in eV/A: 5.38, 6.72, 4.62, 3.76, 2.68